No. 1
Here is a cluster of 7 separate species, C13H27NO26S6 in total in a non-equilibrium geometry from OMol25. Energies are from ωB97M-V with the def2-TZVPD basis set.

Calculated values
- SMILES: C[N+](=O)[O-].O=S1(=O)OCCO1.O=S1(=O)OCCO1.O=S1(=O)OCCO1.O=S1(=O)OCCO1.O=S1(=O)OCCO1.O=S1(=O)OCCO1
- Highest occupied orbital energy: -10.8 eV
- Net charge: 0
- Gap between HOMO and LUMO: 0.4008 Eh
- Max |F|: 4.92 eV/A
- Relative energy (zero: lowest compared OMol25 entry of this formula, charge and spin): 467.7 kJ/mol
- Electronic energy: -4911.24853 hartree

Atoms and positions in Å:
S (3.811, -1.989, -6.016)
H (-1.543, 0.028, 9.597)
O (-3.576, 4.231, 3.853)
H (0.625, -1.270, 7.876)
O (6.961, -5.440, 0.195)
C (-0.811, 0.012, 8.789)
C (5.942, -2.687, 2.073)
H (-5.521, 3.558, 0.048)
H (0.083, -3.260, -1.051)
O (3.124, 5.390, -0.978)
O (3.473, -1.717, -7.410)
O (-1.028, -0.690, -2.282)
S (2.004, 4.438, -1.744)
H (1.012, -1.704, -1.283)
C (5.728, -0.998, -4.629)
O (-3.677, 6.512, 2.899)
S (-7.416, -0.959, -4.134)
O (-1.512, 0.408, 7.638)
O (5.156, -4.894, 2.014)
C (2.711, 6.788, -0.994)
C (6.165, -2.348, -5.213)
H (3.612, 7.374, -1.178)
H (-5.304, 2.607, 1.466)
H (-2.969, 2.587, 1.093)
H (6.764, -4.457, 3.052)
O (-3.446, -1.215, 7.025)
H (-0.048, 0.748, 9.044)
C (1.579, 6.914, -2.033)
H (2.441, 7.201, -0.022)
H (-6.343, -3.537, -3.531)
H (6.688, -1.985, 2.444)
H (5.312, -3.982, 3.806)
H (-0.062, -1.960, 9.392)
O (-8.574, -0.178, -4.551)
S (5.682, -4.722, 0.471)
H (5.451, -1.022, -3.575)
H (-3.209, 3.308, -0.375)
O (1.476, 3.426, -0.839)
C (0.120, -2.184, -0.880)
O (5.042, -2.960, -5.809)
H (-0.026, -1.888, 0.158)
C (-3.511, 3.430, 0.665)
O (-2.875, 4.507, 1.359)
C (-7.363, -3.481, -3.910)
O (-2.118, -2.064, -0.911)
C (-0.272, -1.394, 8.484)
O (-5.191, 4.614, 2.016)
H (6.551, -3.047, -4.471)
O (-1.571, -0.902, 5.415)
H (2.012, 7.030, -3.026)
S (-2.048, -0.887, 6.805)
H (-8.265, -3.445, -1.897)
O (2.659, -2.444, -5.200)
C (-8.243, -2.851, -2.811)
H (6.487, -0.217, -4.602)
H (4.923, -2.320, 2.198)
H (-9.267, -2.905, -3.182)
O (-1.133, -1.996, 7.625)
H (-7.747, -4.405, -4.341)
C (-5.043, 3.570, 1.027)
O (-6.145, -0.287, -4.114)
S (-3.737, 5.075, 2.689)
C (5.792, -4.018, 2.828)
O (4.630, -4.860, -0.591)
O (4.549, -0.653, -5.348)
O (0.964, 5.655, -1.920)
O (5.995, -3.108, 0.721)
H (0.903, 7.752, -1.861)
O (-7.297, -2.482, -4.878)
O (2.390, 3.997, -3.074)
O (-7.767, -1.553, -2.709)
N (-1.091, -1.552, -1.414)
H (6.933, -2.241, -5.979)

No. 2
Here is a structure of composition C13H27NOsSi2 in a non-equilibrium geometry from OMol25. Energies are from ωB97M-V with the def2-TZVPD basis set.

Calculated values
- Highest occupied orbital energy (spin up / spin down): -15.6 / -16.6 eV
- Net charge: +2
- 2S+1: 5
- Gap between HOMO and LUMO (spin up / spin down): 0.2871 / 0.2266 Eh
- Max |F|: 5.09 eV/A
- Relative energy (zero: lowest compared OMol25 entry of this formula, charge and spin): 0.0 kJ/mol
- <S²>: 6.02
- Electronic energy: -1235.15714 hartree

Atoms and positions in Å:
Os (-0.075, -0.980, -1.097)
H (-0.929, -2.160, -0.243)
H (-1.365, -0.013, -3.824)
H (-1.829, -2.289, 2.158)
C (0.919, -2.496, 1.995)
H (1.055, -2.146, -2.088)
N (0.563, 1.126, -1.494)
H (1.124, 4.661, -0.042)
H (-2.311, 2.214, 0.346)
H (-2.736, -1.948, 0.688)
C (-2.820, 1.317, 0.715)
C (-2.454, -1.541, 1.666)
H (0.878, 1.929, -3.429)
H (1.316, 4.260, -2.504)
Si (1.363, -1.335, 0.635)
H (0.178, -0.695, -3.215)
Si (-1.611, 0.128, 1.486)
C (2.978, -0.513, 0.855)
C (0.935, 3.678, -0.453)
C (0.611, 2.635, 0.382)
H (0.907, -3.480, -0.861)
H (-0.179, 0.162, 3.502)
C (1.378, -2.500, -1.050)
C (-0.531, -0.608, -4.206)
H (-1.888, 0.621, 3.856)
C (0.422, 1.357, -0.192)
H (1.853, -2.999, 2.241)
H (-3.340, 0.859, -0.137)
H (2.862, 0.148, 1.721)
C (0.820, 2.162, -2.343)
H (3.718, -1.298, 1.040)
H (0.183, -3.240, 1.691)
H (0.510, 2.720, 1.444)
H (-3.365, -1.383, 2.252)
H (2.490, -2.569, -1.096)
H (-0.291, 0.028, -5.088)
H (-0.796, -1.654, -4.557)
C (1.050, 3.453, -1.825)
H (-3.552, 1.612, 1.475)
H (-0.765, 1.790, 3.083)
H (0.546, -1.939, 2.853)
C (-1.047, 0.736, 3.165)
C (-0.042, 0.111, 0.519)
H (3.266, 0.077, -0.021)

No. 3
Here is a structure of composition C13H28CrN5O3S4 from OMol25. Energies are from ωB97M-V with the def2-TZVPD basis set.

Calculated values
- Highest occupied orbital energy (spin up / spin down): -10.7 / -11.1 eV
- Net charge: +1
- 2S+1: 5
- Gap between HOMO and LUMO (spin up / spin down): 0.3070 / 0.3192 Eh
- Max |F|: 0.72 eV/A
- Relative energy (zero: lowest compared OMol25 entry of this formula, charge and spin): 11.9 kJ/mol
- <S²>: 6.01
- Electronic energy: -3648.76683 hartree

Atoms and positions in Å:
C (4.221, -3.823, -3.072)
H (-4.857, 0.377, 1.923)
N (3.026, -0.516, -3.528)
S (0.577, -0.108, -2.469)
N (3.980, -1.454, -3.735)
C (-3.922, 0.196, 1.391)
H (-3.004, 3.883, -0.386)
O (2.571, -2.310, 1.789)
C (3.103, 0.493, 1.212)
H (3.115, 0.403, -3.924)
S (-2.422, 0.716, -0.964)
H (-2.294, 2.297, 4.018)
C (-1.915, 2.382, -1.515)
C (1.783, -0.053, 1.743)
H (0.691, -0.190, 3.613)
H (-4.035, 2.039, 0.230)
C (-2.944, 2.208, 3.148)
H (-2.662, 4.307, 2.778)
C (-3.919, 0.971, 0.077)
H (1.797, 1.203, 3.500)
N (2.339, -2.237, -2.511)
H (3.592, -4.571, -3.557)
H (1.332, -2.700, -0.883)
H (-2.531, 2.627, -2.380)
C (1.661, 0.149, 3.245)
S (-1.255, 3.320, 1.124)
H (3.182, 1.561, 1.426)
H (-3.599, 3.500, 1.533)
S (-2.557, 0.539, 2.524)
N (-1.607, -2.294, -0.968)
H (-3.979, 2.199, 3.491)
H (-3.834, -0.875, 1.200)
C (1.987, -0.961, -2.802)
O (0.696, -1.898, 0.651)
H (3.930, -0.030, 1.688)
Cr (-0.622, -0.647, -0.005)
H (4.419, -4.135, -2.045)
H (3.163, 0.346, 0.133)
H (5.162, -3.751, -3.608)
C (-1.979, 3.551, -0.538)
C (1.708, -1.557, 1.402)
C (-2.743, 3.391, 2.194)
N (1.562, -3.131, -1.784)
H (-4.762, 0.625, -0.521)
H (2.131, -3.945, -1.588)
H (-0.893, 2.202, -1.851)
H (-2.610, -2.270, -1.108)
H (2.437, -0.431, 3.740)
O (0.691, 0.587, 1.034)
H (0.536, 1.473, 1.385)
H (-1.173, -2.383, -1.886)
C (3.553, -2.502, -3.110)
H (-1.435, 4.377, -0.995)
H (-1.392, -3.146, -0.456)

No. 4
Here is an isolated molecule of C13H28F3O8PS4 in a non-equilibrium geometry from OMol25. Energies are from ωB97M-V with the def2-TZVPD basis set.

Calculated values
- SMILES: COCCCP(CCCS)(CCCCS(=O)(=O)O)(S(C)(=O)=O)S(=O)(=O)C(F)(F)F
- Highest occupied orbital energy: -9.7 eV
- Net charge: 0
- Gap between HOMO and LUMO: 0.3309 Eh
- Max |F|: 11.10 eV/A
- Electronic energy: -3347.24450 hartree

Atoms and positions in Å:
H (-0.420, 2.787, -1.411)
F (-0.927, -2.614, -3.223)
H (5.422, 1.774, 1.407)
H (-1.811, 3.000, 0.309)
H (-3.910, -0.963, 2.890)
H (-5.045, -2.556, 2.616)
C (2.101, 1.587, -0.071)
C (-0.960, 0.522, -1.959)
C (-1.496, 2.654, -3.411)
H (2.779, 1.316, -0.984)
H (0.625, 2.091, -2.813)
C (-3.988, -2.149, 2.916)
C (4.465, 1.099, 1.237)
S (-1.243, 4.508, -3.488)
O (4.385, -1.495, 2.223)
C (3.171, 2.116, 1.105)
C (1.289, 0.347, 0.611)
C (-0.423, 2.023, -2.291)
C (-1.303, 2.382, 1.174)
S (-1.548, 0.506, 0.914)
O (-3.048, 0.360, 0.517)
O (-2.857, -2.764, 2.205)
H (2.493, -0.600, 3.960)
O (1.852, -0.200, -2.878)
O (2.914, 0.265, 3.676)
H (-2.151, 0.591, -1.910)
H (4.686, 0.494, 0.232)
H (-1.112, 4.889, -2.114)
H (1.431, 2.551, -0.287)
H (-0.476, -2.225, 1.311)
H (-4.248, -2.651, 0.590)
P (-0.159, -0.370, -0.477)
C (0.521, -2.583, -3.000)
H (-2.571, 2.476, -2.928)
H (-2.614, -1.716, -0.996)
O (-1.458, -0.079, 2.373)
C (-2.166, -2.602, -0.333)
O (2.471, -1.920, -1.201)
H (-0.149, 2.651, 1.277)
H (0.894, 0.758, 1.661)
F (1.011, -3.919, -2.496)
H (2.637, 2.354, 2.119)
C (-3.179, -3.129, 0.825)
H (-3.848, -2.435, 4.066)
F (1.160, -2.439, -4.362)
H (-2.044, -3.506, -1.104)
S (1.214, -1.261, -1.896)
H (-3.348, -4.303, 0.691)
H (2.070, -0.500, 0.926)
H (-0.753, -0.102, -2.957)
H (0.079, -2.978, -0.301)
C (-0.671, -2.155, 0.134)
H (-1.783, 2.602, 2.239)
S (4.344, -0.032, 2.747)
H (3.614, 3.139, 0.678)
O (5.538, 0.304, 3.704)
H (-1.451, 2.099, -4.442)

No. 5
Here is a structure of composition C13H28FeN6O6S in a non-equilibrium geometry from OMol25. Energies are from ωB97M-V with the def2-TZVPD basis set.

Calculated values
- Highest occupied orbital energy (spin up / spin down): -6.7 / -7.0 eV
- Net charge: 0
- 2S+1: 5
- Gap between HOMO and LUMO (spin up / spin down): 0.2490 / 0.2049 Eh
- Max |F|: 5.69 eV/A
- Relative energy (zero: lowest compared OMol25 entry of this formula, charge and spin): 141.1 kJ/mol
- <S²>: 6.13
- Electronic energy: -2953.61355 hartree

Atoms and positions in Å:
H (-0.440, -1.337, -5.188)
C (0.752, -0.208, 2.311)
H (-2.447, 3.867, 0.462)
O (-0.213, -1.175, -4.250)
H (0.309, -0.061, -3.823)
H (1.100, 1.634, 5.024)
C (-0.582, -4.014, -1.058)
H (-1.625, 0.727, -3.377)
N (1.625, -1.055, -1.596)
S (1.627, -0.390, 0.852)
C (2.061, -3.136, -2.753)
O (-2.179, 0.476, 0.611)
H (-0.114, 4.900, -0.412)
C (-1.763, -0.344, -2.985)
H (-2.584, 2.476, 1.553)
C (0.725, 4.210, -0.421)
C (0.055, -2.682, -1.148)
H (1.299, 4.393, -1.345)
N (-0.548, -1.615, -0.597)
H (-0.721, -1.757, 4.435)
H (-0.747, -1.462, 1.835)
N (-0.375, -0.852, 2.579)
H (-1.463, -1.126, -3.646)
H (-2.104, -0.914, 3.725)
C (-0.650, 0.380, 4.688)
H (-1.308, 3.694, 1.807)
H (1.811, -2.887, -3.791)
O (2.809, -0.571, -1.703)
H (0.035, -4.780, -1.547)
H (-2.614, -0.441, -2.322)
H (-0.744, -4.297, -0.017)
H (-1.995, -0.555, 0.485)
C (1.256, -2.330, -1.817)
C (-0.957, 2.335, 0.213)
H (-0.947, 0.239, 5.728)
H (3.127, -2.943, -2.605)
C (0.840, 0.657, 4.610)
N (1.007, 1.844, -0.849)
H (1.400, -0.111, 5.168)
N (-1.145, 1.037, -0.055)
H (1.366, 4.472, 0.429)
H (0.819, 1.528, -3.351)
C (-1.871, 3.135, 1.047)
H (2.676, 1.232, -1.491)
H (-1.201, 1.243, 4.303)
C (-1.019, -0.855, 3.885)
O (0.648, 0.650, -3.011)
Fe (0.278, 0.229, -1.226)
C (0.253, 2.821, -0.344)
H (-1.566, -3.995, -1.555)
H (2.179, 0.996, 2.972)
O (2.272, 2.137, -1.274)
O (-1.532, -1.889, 0.235)
N (1.260, 0.658, 3.216)
H (1.867, -4.183, -2.617)